[1]
Molecular formula: C7H6CrF6N5O5S2
Method: DFT, wB97M-V/def2-TZVPD

As for the total charge: -1. As for the spin multiplicity: 5. Its expectation value of S² is 6.023.

```
32
Properties=species:S:1:pos:R:3:forces:R:3
Cr 0.25077 -0.59063 -0.06726 -0.008 0.163 0.012
N 0.61487 -2.59837 3.46889 -0.025 -0.016 -0.003
C 0.73494 -2.05879 2.24373 0.077 0.016 0.032
O -0.23867 -1.48762 1.72734 -0.029 -0.011 0.013
C 2.05184 -2.14699 1.52702 -0.024 -0.025 -0.057
C 1.82646 -1.99163 0.01799 0.060 0.081 0.012
H -0.21582 -2.39749 3.99953 0.007 0.011 0.010
H 1.42595 -2.94943 3.94351 0.013 0.018 0.004
H 2.57694 -3.05554 1.85294 0.008 0.005 0.006
H 2.63488 -1.29768 1.90602 -0.011 -0.010 0.020
H 1.58083 -2.96064 -0.43137 -0.018 -0.008 0.022
H 2.74385 -1.63689 -0.45760 0.008 -0.021 -0.007
F -0.33539 -0.48109 -4.79984 -0.004 0.005 0.008
C -1.13722 0.11460 -3.91729 -0.020 -0.019 0.012
F -1.77482 -0.82907 -3.22155 0.052 -0.010 -0.022
F -2.04284 0.83374 -4.58229 0.048 0.011 -0.001
S -0.13661 1.18647 -2.79283 0.298 -0.081 -0.128
O 0.59225 0.20723 -1.99896 -0.222 -0.014 -0.015
O 0.63237 2.00505 -3.66742 -0.032 -0.023 -0.047
N -1.17291 2.04392 -2.01476 -0.163 0.116 -0.164
S -1.97100 1.69212 -0.71840 0.304 0.037 0.264
O -1.98258 2.77077 0.20465 -0.169 0.111 0.034
O -1.71257 0.35206 -0.21592 -0.030 -0.159 -0.018
C -3.70263 1.58003 -1.33284 0.248 0.025 0.045
F -4.51668 1.42220 -0.29318 -0.139 -0.046 0.054
F -4.03468 2.69403 -1.97643 -0.089 0.064 -0.050
F -3.84932 0.54588 -2.15672 -0.119 -0.029 -0.057
N 1.11015 1.33432 0.84616 -0.028 -0.132 0.003
C 1.82979 1.39614 1.76549 0.025 -0.033 0.053
N 2.69468 1.31802 2.72361 0.041 -0.057 -0.095
C 2.71081 2.15547 3.73909 -0.056 0.050 0.092
N 2.81235 2.82982 4.67868 -0.002 -0.019 -0.031
```
Positions in Å, forces in eV/Å.

[2]
Molecular formula: C7H6F3N3
Method: DFT, wB97M-V/def2-TZVPD

```
19
Properties=species:S:1:pos:R:3:forces:R:3
C 1.02870 -1.18488 -1.49120 0.699 1.201 -2.165
C -0.31105 -1.20813 -1.54672 -0.476 -0.609 1.782
C 1.46152 -0.82236 -0.21049 1.831 0.454 0.966
C -0.85177 -0.83490 -0.21458 0.737 0.889 0.062
C -0.67013 -1.41807 1.25727 5.216 -1.875 -3.276
C 0.41773 -0.59675 0.60806 -2.751 -0.732 0.378
C -1.91137 0.29043 -0.20553 0.150 -2.302 -2.475
N 0.52490 3.52738 0.10839 0.008 0.817 -1.040
N 1.21812 2.88174 0.70237 -1.882 1.854 -1.335
N 1.62640 2.07947 1.47228 3.796 -2.764 2.982
F -1.77407 1.19836 -1.20654 0.408 -0.284 0.574
F -3.13262 -0.28529 -0.45630 0.128 0.337 0.436
F -1.94673 0.90748 0.92375 -0.441 1.248 1.570
H 1.73867 -1.15372 -2.33471 -0.631 -0.689 0.317
H -0.92706 -1.35387 -2.37323 -0.799 -0.100 -1.344
H 2.52945 -0.69961 -0.02259 -0.322 -0.536 0.555
H -1.31818 -0.94337 1.81422 -3.252 2.061 3.068
H -0.38435 -2.45447 1.55435 -0.541 0.805 -0.548
H 2.68184 2.07056 1.62120 -1.878 0.223 -0.508
```
Positions in Å, forces in eV/Å.

[3]
Molecular formula: C7H6F3PS2
Method: DFT, wB97M-V/def2-TZVPD

```
19
Properties=species:S:1:pos:R:3:forces:R:3
C -1.93417 -0.57272 0.48952 0.573 -0.178 1.524
C -0.73975 -0.88425 1.04294 1.985 0.547 1.645
C -2.32798 0.27921 -0.59300 3.095 0.355 -2.437
C 0.64553 -0.32560 0.69870 -2.075 -0.636 -1.157
C -1.36654 0.84002 -1.37799 1.584 -1.956 3.922
C 0.84669 0.46074 -0.33784 -4.144 0.837 -0.816
C -1.54923 1.63836 -2.55518 0.760 2.476 -0.903
F -1.41293 2.99024 -2.20009 -0.362 -1.312 -0.514
F -0.63843 1.42520 -3.51473 0.626 -0.166 0.081
F -2.71107 1.48825 -3.17738 -0.916 0.066 0.273
P 2.04979 1.46575 -1.12314 1.269 -0.409 1.641
S 2.42478 3.24702 -0.49064 -0.346 -0.324 -0.503
S 3.59566 0.02476 -0.81545 0.967 0.426 0.317
H -2.73867 -0.95836 1.06822 -0.732 -0.512 0.187
H -0.70101 -1.44497 2.04963 -0.389 0.657 -1.978
H -3.32612 0.26689 -0.97411 -0.761 0.151 0.216
H 1.56936 -0.65195 1.15361 -0.135 -0.236 0.688
H 1.74773 1.00899 -2.34864 -0.272 0.494 -1.776
H 4.53246 0.83260 -0.21594 -0.726 -0.281 -0.409
```
Positions in Å, forces in eV/Å.

[4]
Molecular formula: C7H6FIOS
Method: DFT, wB97M-V/def2-TZVPD

```
17
Properties=species:S:1:pos:R:3:forces:R:3
C -0.93513 0.27120 -0.95275 0.561 0.167 -0.993
C -0.37782 -0.44704 1.30052 -0.467 -0.407 1.982
C -2.13682 -0.39484 -0.88956 0.186 -2.082 3.171
C -1.58768 -1.10178 1.49131 -0.722 -0.400 -4.028
C -0.12183 0.23965 0.18844 1.366 1.452 -2.069
C -2.44362 -1.14199 0.33447 0.269 1.420 -0.133
C 2.23329 0.95259 -0.21501 0.085 -2.553 -5.057
O 1.00683 1.06884 0.28802 -0.446 1.239 0.207
F -3.65937 -1.80564 0.33517 1.625 0.558 0.236
S 3.14046 2.46245 -0.20684 -0.335 1.125 0.716
I 3.38167 -0.64268 0.67788 0.045 -0.457 0.233
H -0.59790 0.71031 -1.93914 -0.352 -0.258 1.532
H 0.38050 -0.40980 2.08443 -0.326 -0.148 -0.138
H -2.76679 -0.59614 -1.71266 -0.616 0.255 -0.800
H -1.58064 -1.84326 2.22037 -0.913 -0.836 1.550
H 2.26339 0.53281 -1.71077 -0.423 1.002 4.093
H 3.80145 2.14532 -1.29388 0.463 -0.076 -0.501
```
Positions in Å, forces in eV/Å.

[5]
Molecular formula: C7H6N2O2
Method: DFT, wB97M-V/def2-TZVPD

Its structure (SMILES) is Cc1cc(O)oc2nncc1-2.

```
17
Properties=species:S:1:pos:R:3:forces:R:3
C 0.28980 2.82352 -0.02877 0.373 2.389 0.280
C -0.13438 1.35290 0.06357 1.115 1.976 -1.054
C -1.46249 0.95050 0.05964 -2.137 -0.532 -0.290
C -1.71972 -0.42124 -0.02159 0.392 3.161 0.913
O -2.89090 -0.94562 -0.03555 -4.567 0.745 -1.111
O -0.84165 -1.32794 0.05826 2.209 -2.097 -0.461
C 0.50882 -0.99364 -0.01973 -3.137 1.427 1.125
N 1.42647 -1.84421 0.03228 1.753 -0.169 -0.792
N 2.58144 -1.00743 -0.04714 1.135 -2.486 0.295
C 2.26106 0.21709 -0.05776 -0.094 3.241 1.062
C 0.84897 0.39734 0.02633 -0.306 -1.312 -0.578
H 1.36747 2.94708 -0.39733 -1.448 -0.521 0.751
H -0.28745 3.57214 -0.75495 0.643 -2.106 1.581
H 0.23891 3.31355 1.03199 0.072 -0.850 -1.873
H -2.40127 1.58691 0.08499 1.706 -0.444 -0.092
H -3.62832 -0.26971 -0.30437 2.198 -1.759 0.898
H 2.96340 1.04116 0.13179 0.093 -0.666 -0.656
```
Positions in Å, forces in eV/Å.

[6]
Molecular formula: C7H6N2O3S
Method: DFT, wB97M-V/def2-TZVPD

Its structure (SMILES) is O=C1Nc2ccccc2S(=O)(=O)N1.

```
19
Properties=species:S:1:pos:R:3:forces:R:3
O 2.41516 -2.43782 1.33113 -0.825 -0.851 0.806
C 1.83306 -1.46457 0.91963 1.615 -2.001 2.154
N 0.78614 -0.87155 1.66596 2.922 0.011 -1.472
C 0.31922 0.36015 1.39058 -1.547 3.172 -2.959
C -0.50805 1.16642 2.24180 2.622 -1.432 -0.724
C -0.92049 2.40940 1.86897 -1.667 0.768 -1.553
C -0.71233 2.88315 0.57458 1.211 -0.946 -2.673
C 0.00127 2.07983 -0.39353 0.336 -0.493 2.529
C 0.54900 0.81510 0.04593 -1.454 1.752 -0.582
S 1.32554 -0.27395 -1.22020 -1.982 0.242 -3.161
O 2.10538 0.53129 -2.22288 -2.325 -2.102 2.367
O 0.32798 -1.36822 -1.69062 3.533 3.941 1.729
N 2.43341 -0.90797 -0.18594 -0.683 1.121 -1.848
H 0.15764 -1.48775 2.04328 -1.263 -2.063 1.480
H -0.55333 0.88159 3.25981 -0.539 -0.531 0.855
H -1.69289 2.91769 2.43859 0.602 0.201 0.502
H -1.08591 3.81711 0.10936 0.008 -0.528 1.088
H 0.16804 2.49314 -1.38953 -0.018 -0.470 0.221
H 3.10552 -1.48868 -0.73254 -0.546 0.211 1.240
```
Positions in Å, forces in eV/Å.

Number 1: energy -91443.555 eV. Number 2: energy -19973.180 eV. Number 3: energy -46463.429 eV. Number 4: energy -31053.792 eV. Number 5: energy -14428.649 eV. Number 6: energy -27312.498 eV.